Record 1
2 unconnected molecules or ions with the total composition C3H4N2O. Source: the Open Molecules 2025 dataset; level of theory: ωB97M-V with the def2-TZVPD basis set.

Structure (ORCA input):
```
! wB97M-V def2-TZVPD RIJCOSX def2/J DEFGRID3
* xyz 0 1
C -1.9683 -0.9130 -0.3313
C -0.6993 -0.1934 -0.5061
C 0.2338 0.4375 0.4604
N -2.9664 -1.4272 -0.1560
N 1.6436 0.4153 0.4289
O -0.4683 1.1548 -0.5261
H 0.1491 -1.0058 -1.6208
H -0.2064 0.4122 1.3913
H 2.1724 0.5929 -0.4457
H 2.1098 0.5268 1.3053
*
```

F_max ... 6.25 eV/Å
Frontier orbital gap ... 10.2694 eV
HOMO level ... -9.788 eV
Energy relative to the best compared isomer or geometry (same formula, charge and spin) ... 4.482 eV
Total energy ... -301.32252 hartree

Record 2
A molecular structure, C3H9NO3. Source: the Open Molecules 2025 dataset; level of theory: ωB97M-V with the def2-TZVPD basis set.

Structure (ORCA input):
```
! wB97M-V def2-TZVPD RIJCOSX def2/J DEFGRID3
* xyz 0 1
O -1.1500 -1.7682 -0.1570
C -1.8530 -0.8330 0.2600
C -1.4116 0.5693 0.0103
N -2.6911 0.5228 -0.7166
C 1.8734 -1.0049 -0.0908
O 2.4220 0.0490 -0.8866
H -2.6235 -0.9037 1.0836
H -0.5056 0.9030 -0.5340
H -1.4827 1.1217 0.9954
H -2.5489 0.4930 -1.7312
H 0.8858 -0.7576 0.2358
H 2.4973 -1.2223 0.7944
H 1.9223 -1.9225 -0.7348
H 1.3646 2.4073 0.9843
H 2.1501 0.8214 -0.3005
O 1.1510 1.5248 0.7876
*
```

F_max ... 5.37 eV/Å
Frontier orbital gap ... 4.0771 eV
HOMO level ... -8.868 eV
Energy relative to the best compared isomer or geometry (same formula, charge and spin) ... 9.647 eV
Total energy ... -399.86698 hartree

Record 3
A molecular structure, CHNO4S. Source: the Open Molecules 2025 dataset; level of theory: ωB97M-V with the def2-TZVPD basis set.

Structure (ORCA input):
```
! wB97M-V def2-TZVPD RIJCOSX def2/J DEFGRID3
* xyz 0 1
C -0.5087 0.4168 -0.6716
N 1.1224 -0.6306 -0.8201
O 1.0238 -1.6454 -0.2322
O 1.8368 -0.0828 -1.5912
O -1.9325 1.0967 1.4709
O 0.4092 0.5547 1.9056
S -0.7409 0.4310 1.0223
H -1.2101 -0.1405 -1.0837
*
```

F_max ... 6.83 eV/Å
Frontier orbital gap ... 8.2267 eV
HOMO level ... -10.475 eV
Energy relative to the best compared isomer or geometry (same formula, charge and spin) ... 6.034 eV
Total energy ... -792.33756 hartree

Record 4
A single C5H9NO2 molecule. Source: the Open Molecules 2025 dataset; level of theory: ωB97M-V with the def2-TZVPD basis set.

Structure (ORCA input):
```
! wB97M-V def2-TZVPD RIJCOSX def2/J DEFGRID3
* xyz 0 1
O -1.1072 -2.0203 0.3597
C -0.3656 -0.9706 -0.1162
C 0.6084 -0.4290 0.9259
N 1.9344 0.1482 1.2004
C 1.2255 0.5917 0.1582
C 0.0586 1.5974 0.1737
C -0.9408 0.4939 -0.3524
O -0.9373 0.6013 -1.8471
H -1.3419 -2.7249 -0.4651
H 0.2374 -1.4056 -0.9022
H -0.1577 0.2637 1.5287
H 2.6453 -0.4582 0.7507
H 1.3816 0.2031 -0.8172
H -0.0303 1.9925 1.2389
H 0.1233 2.4973 -0.5390
H -2.1114 0.7322 -0.0253
H -1.4473 1.5150 -2.0070
*
```

F_max ... 5.95 eV/Å
Frontier orbital gap ... 9.7038 eV
HOMO level ... -9.060 eV
Energy relative to the best compared isomer or geometry (same formula, charge and spin) ... 7.402 eV
Total energy ... -400.90472 hartree

Record 5
A single C5H9NO2S molecule. Source: the Open Molecules 2025 dataset; level of theory: ωB97M-V with the def2-TZVPD basis set.

Structure (ORCA input):
```
! wB97M-V def2-TZVPD RIJCOSX def2/J DEFGRID3
* xyz 0 1
C -1.0878 1.0797 0.1291
C 0.8466 1.4344 -1.3669
C 1.6652 0.1581 -0.9200
C -0.2046 -1.1850 0.5423
C -1.5459 -1.8291 0.8356
N -0.1147 1.8440 -0.3453
O -2.1181 1.3274 0.7538
O 0.7386 -1.0320 1.5173
S 0.6197 -1.3400 -0.9943
H 1.4993 2.3025 -1.5225
H 0.3654 1.2835 -2.3116
H 2.4285 0.1081 -1.5771
H 1.8694 0.2782 0.1705
H -2.0241 -2.0546 -0.1656
H -2.1503 -1.0289 1.3834
H -1.1138 -2.6533 1.5410
H 0.0098 2.8205 0.0368
H 0.3166 -1.5136 2.2934
*
```

F_max ... 5.15 eV/Å
Frontier orbital gap (spin up / spin down) ... 7.1405 / 7.6759 eV
HOMO level (spin up / spin down) ... -6.774 / -7.190 eV
Energy relative to the best compared isomer or geometry (same formula, charge and spin) ... 3.955 eV
Total energy ... -799.21346 hartree

Record 6
A molecular structure, C47H40IrN11O8S2Se. Source: the Open Molecules 2025 dataset; level of theory: ωB97M-V with the def2-TZVPD basis set.

Structure (ORCA input):
```
! wB97M-V def2-TZVPD RIJCOSX def2/J DEFGRID3
* xyz 1 2
Ir -0.1219 -0.7734 -0.0894
O 2.4985 -0.0119 3.5887
S 1.9928 0.6191 2.3937
O 0.7788 1.3655 2.6181
N 1.6658 -0.5165 1.2260
C 2.6324 -1.4157 0.9636
C 3.9216 -1.3639 1.5039
C 4.8614 -2.3494 1.2305
C 4.5640 -3.4195 0.4228
C 3.2943 -3.5039 -0.1851
C 2.9420 -4.5479 -1.0612
C 1.7109 -4.5381 -1.6627
C 0.8368 -3.4855 -1.3814
N 1.1277 -2.5124 -0.5463
C 2.3274 -2.4922 0.0626
C 3.2263 1.7048 1.6611
C 4.1881 2.2951 2.4588
C 5.1245 3.1346 1.8745
C 5.0869 3.3849 0.5118
C 4.1190 2.7865 -0.2775
C 3.2029 1.9205 0.2962
H 4.2018 -0.5465 2.1445
H 5.8451 -2.2600 1.6629
H 5.2939 -4.1895 0.2237
H 3.6524 -5.3363 -1.2559
H 1.4016 -5.3131 -2.3463
H -0.1316 -3.4631 -1.8588
H 4.2136 2.0719 3.5140
H 5.8889 3.5891 2.4825
H 5.8271 4.0235 0.0560
H 4.0857 2.9793 -1.3379
H 2.5147 1.3747 -0.3255
Se -6.7628 -4.6868 1.0740
N -5.3075 -4.4521 2.0386
C -4.3701 -3.9061 1.2879
C -3.0736 -3.5211 1.7646
C -2.6045 -3.7982 3.0383
C -1.3468 -3.3333 3.4082
C -0.6238 -2.5587 2.5155
N -1.0467 -2.2894 1.2936
C -2.2348 -2.7991 0.8685
C -2.5927 -2.6238 -0.4873
N -1.7157 -1.9675 -1.3003
C -1.9599 -1.8965 -2.5994
C -3.0968 -2.4291 -3.1851
C -4.0638 -3.0135 -2.3745
C -3.8284 -3.1093 -1.0101
C -4.7508 -3.6829 -0.0765
N -5.9882 -4.0342 -0.3713
H -3.2132 -4.3689 3.7223
H -0.9394 -3.5556 4.3790
H 0.3365 -2.1467 2.7932
H -1.1961 -1.4139 -3.1942
H -3.2214 -2.3747 -4.2522
H -4.9819 -3.4032 -2.7839
S -2.3668 0.0957 3.0007
C -1.4124 0.7424 4.2387
N -0.9027 -0.0668 5.1614
C 0.0234 0.4061 6.1730
C -0.4325 1.7970 6.6037
C -0.4729 2.6916 5.3698
N -1.2934 2.0597 4.3551
H -1.0371 -1.0565 5.0252
H 1.0336 0.4424 5.7476
H 0.0095 -0.2847 7.0177
H 0.2357 2.2147 7.3540
H -1.4327 1.7336 7.0390
H 0.5364 2.8509 4.9754
H -0.9207 3.6606 5.6043
H -1.5372 2.6033 3.5405
C -2.7458 1.3395 -2.9013
N -3.9066 1.0464 -2.1172
C -5.0717 1.8104 -2.4404
C -3.7379 0.5579 -0.7722
C -2.6493 1.3371 -0.0607
C -3.0245 2.5797 0.4466
C -2.0905 3.4800 0.9318
C -0.7477 3.1644 0.8416
C -0.3713 1.9300 0.3309
C -1.3008 0.9562 -0.0255
H -2.9152 1.0327 -3.9341
H -1.8761 0.8289 -2.4961
H -2.5422 2.4165 -2.9247
H -5.1233 1.9451 -3.5205
H -5.0374 2.8050 -1.9755
H -5.9732 1.2964 -2.1055
H -3.4636 -0.4956 -0.7952
H -4.6868 0.6542 -0.2410
H -4.0730 2.8414 0.4591
H -2.4044 4.4435 1.3127
H 0.0173 3.8618 1.1541
H 0.6845 1.7636 0.1920
O 2.5801 -0.4335 -1.8155
C 1.6557 0.0508 -2.4521
O 0.4180 -0.0067 -2.1504
C 1.9364 0.8656 -3.6967
C 3.2361 1.2398 -4.0106
C 3.4592 2.0547 -5.1180
C 2.4151 2.4949 -5.9180
C 1.1232 2.1140 -5.5819
C 0.8796 1.3020 -4.4792
N -0.0025 2.5912 -6.3456
O -1.1074 2.2188 -5.9857
O 0.2125 3.3363 -7.2757
N 4.8140 2.4801 -5.4155
O 5.0156 3.0087 -6.4835
O 5.6489 2.2841 -4.5576
H 4.0644 0.9083 -3.4015
H 2.6003 3.1329 -6.7698
H -0.1308 1.0263 -4.2248
*
```

F_max ... 5.11 eV/Å
Frontier orbital gap (spin up / spin down) ... 5.6501 / 3.3998 eV
HOMO level (spin up / spin down) ... -9.480 / -9.428 eV
Energy relative to the best compared isomer or geometry (same formula, charge and spin) ... 3.083 eV
Total energy ... -6321.00391 hartree